[1]
Here is a molecular structure, C24H23KN6O7S from the OMol25 dataset. Energies are from ωB97M-V with the def2-TZVPD basis set.

- Total charge: -2
- Energy relative to the best compared isomer or geometry (same formula, charge and spin): 0.0 kJ/mol
- Orbital gap: 6.791 eV
- DFT total energy: -2781.884266 Eh

```
62
C24H23KN6O7S, DFT ωB97M-V with the def2-TZVPD basis set
K 0.27 0.11 -0.63
C -2.96 -2.58 4.19
C -3.41 -1.34 3.52
N -4.53 -0.71 3.75
N -4.48 0.35 2.88
C -3.36 0.40 2.13
S -2.93 1.51 0.98
N -2.68 -0.72 2.55
N -1.46 -1.21 2.10
H -3.67 -2.83 4.98
H -1.96 -2.43 4.60
H -2.89 -3.39 3.47
H -5.22 1.02 2.84
H -1.54 -1.47 1.12
H -0.72 -0.50 2.22
O 2.11 0.56 4.10
C 1.74 0.79 2.93
O 0.60 0.71 2.42
C 2.85 1.29 1.98
C 4.09 1.67 2.49
C 5.06 2.15 1.62
C 4.76 2.23 0.27
C 3.51 1.81 -0.16
N 2.58 1.35 0.68
H 4.25 1.57 3.55
H 6.03 2.46 1.99
H 5.48 2.60 -0.45
H 3.24 1.84 -1.21
O 1.09 2.74 -4.43
C 0.59 2.28 -3.39
O 0.42 1.08 -3.05
C 0.08 3.32 -2.38
C -0.34 4.58 -2.82
C -0.83 5.48 -1.90
C -0.86 5.12 -0.55
C -0.40 3.87 -0.20
N 0.05 2.98 -1.09
H -0.25 4.80 -3.87
H -1.19 6.46 -2.21
H -1.24 5.80 0.21
H -0.39 3.54 0.83
C -4.06 -6.08 0.39
O -3.07 -6.46 -0.53
C -2.14 -5.49 -0.86
C -1.16 -5.91 -1.78
C -0.19 -5.00 -2.15
C -0.13 -3.70 -1.63
C 1.03 -2.86 -1.96
C 1.60 -2.88 -3.37
O 1.57 -2.11 -1.15
C -1.16 -3.24 -0.74
O -1.26 -2.05 -0.32
C -2.15 -4.22 -0.36
H -4.70 -6.95 0.54
H -4.67 -5.25 0.01
H -3.63 -5.78 1.35
H -1.18 -6.92 -2.16
H 0.58 -5.32 -2.83
H 1.21 -3.67 -4.00
H 2.68 -2.91 -3.33
H 1.32 -1.92 -3.81
H -2.91 -3.87 0.32
```

Formally, the Mulliken partial charges of the atoms, in units of the elementary charge, are as follows:
1 K 1.1170
2 C -0.9351
3 C 1.0016
4 N -0.9663
5 N 0.2205
6 C 0.1389
7 S -0.3985
8 N 0.5161
9 N -0.8173
10 H 0.3692
11 H 0.2677
12 H 0.0842
13 H 0.1807
14 H 0.3646
15 H 0.3751
16 O -0.8070
17 C 0.2129
18 O -0.7055
19 C 0.0495
20 C -0.4755
21 C -0.2252
22 C -0.6842
23 C -0.3653
24 N 0.2043
25 H 0.4727
26 H 0.3618
27 H 0.3887
28 H 0.4198
29 O -0.7970
30 C 0.1874
31 O -0.6800
32 C 0.1521
33 C -0.4844
34 C -0.1972
35 C -0.7806
36 C -0.4503
37 N 0.3065
38 H 0.4468
39 H 0.3678
40 H 0.3676
41 H 0.5215
42 C -0.7600
43 O -0.4617
44 C 1.2611
45 C -1.0600
46 C -0.4052
47 C 0.2237
48 C 0.5409
49 C -1.1588
50 O -0.7559
51 C -0.4335
52 O -0.8589
53 C -0.1728
54 H 0.2284
55 H 0.3190
56 H 0.2901
57 H 0.3898
58 H 0.2787
59 H 0.3773
60 H 0.2989
61 H 0.2189
62 H 0.3141



[2]
Here is 11 unconnected molecules or ions with the total composition C28H81N3O11 from the OMol25 dataset. Energies are from ωB97M-V with the def2-TZVPD basis set.

- Energy relative to the best compared isomer or geometry (same formula, charge and spin): 89.6 kJ/mol
- Orbital gap: 9.419 eV
- DFT total energy: -2107.151701 Eh
- SMILES: COC[C@H](C)N.COC[C@H](C)N.COC[C@H](C)N.CCO.CCO.CCO.CCO.CCO.CCO.CCO.CCO

```
123
C28H81N3O11, DFT ωB97M-V with the def2-TZVPD basis set
C 9.32 25.60 -23.97
O 8.67 25.48 -25.20
C 8.29 24.16 -25.52
C 9.29 23.34 -26.30
C 8.73 21.93 -26.60
N 10.64 23.27 -25.67
H 8.67 25.28 -23.15
H 9.53 26.65 -23.75
H 10.30 25.12 -23.96
H 7.95 23.63 -24.61
H 7.39 24.23 -26.13
H 9.39 23.78 -27.31
H 7.76 22.03 -27.10
H 8.54 21.30 -25.72
H 9.43 21.41 -27.25
H 11.28 22.98 -26.42
H 10.93 24.25 -25.59
C 7.53 20.96 -21.43
O 8.86 21.06 -21.01
C 9.50 22.24 -21.38
C 10.98 22.15 -21.07
C 11.22 22.05 -19.59
N 11.53 23.41 -21.60
H 7.15 21.91 -21.82
H 6.91 20.53 -20.65
H 7.46 20.28 -22.30
H 9.36 22.40 -22.47
H 9.10 23.11 -20.83
H 11.39 21.28 -21.58
H 10.85 21.08 -19.24
H 10.65 22.74 -18.96
H 12.28 22.09 -19.36
H 12.52 23.60 -21.49
H 11.48 23.35 -22.62
C 17.78 25.66 -21.29
O 17.64 25.06 -22.55
C 17.36 23.66 -22.64
C 16.15 23.25 -21.78
C 15.88 21.76 -21.81
N 14.94 24.00 -22.24
H 17.91 26.71 -21.54
H 18.70 25.30 -20.82
H 16.95 25.49 -20.62
H 17.09 23.59 -23.70
H 18.21 23.00 -22.42
H 16.31 23.58 -20.75
H 14.99 21.53 -21.23
H 16.75 21.21 -21.43
H 15.78 21.40 -22.84
H 15.23 24.95 -22.41
H 14.52 23.64 -23.09
C 5.47 24.33 -19.33
C 6.54 23.40 -18.85
O 6.67 23.45 -17.44
H 5.35 24.33 -20.42
H 5.72 25.38 -19.11
H 4.52 24.11 -18.86
H 7.50 23.57 -19.36
H 6.25 22.39 -19.16
H 6.77 22.57 -17.07
C 12.90 19.90 -25.37
C 12.52 20.51 -24.03
O 12.67 21.93 -24.02
H 13.72 20.47 -25.83
H 12.10 20.03 -26.11
H 13.16 18.84 -25.34
H 13.20 20.14 -23.26
H 11.51 20.21 -23.72
H 11.95 22.28 -24.59
C 7.16 18.54 -27.03
C 7.99 17.44 -27.55
O 7.70 16.18 -26.88
H 7.36 18.69 -25.96
H 6.10 18.29 -27.14
H 7.34 19.51 -27.49
H 9.06 17.60 -27.42
H 7.80 17.32 -28.63
H 6.78 15.96 -27.07
C 10.19 17.73 -21.63
C 9.29 16.55 -21.41
O 10.09 15.34 -21.40
H 10.72 17.64 -22.59
H 10.84 18.00 -20.80
H 9.62 18.67 -21.78
H 8.56 16.50 -22.23
H 8.75 16.62 -20.46
H 9.57 14.69 -21.89
C 5.74 16.96 -20.65
C 4.63 17.94 -20.34
O 5.16 19.00 -19.54
H 5.48 16.27 -21.44
H 5.93 16.41 -19.72
H 6.67 17.44 -20.95
H 3.84 17.41 -19.81
H 4.25 18.42 -21.25
H 4.54 19.24 -18.85
C 13.74 24.79 -17.95
C 14.82 25.70 -18.49
O 15.31 26.69 -17.59
H 14.14 24.19 -17.12
H 13.43 24.14 -18.77
H 12.83 25.23 -17.54
H 14.44 26.20 -19.40
H 15.67 25.07 -18.73
H 14.60 27.28 -17.33
C 8.79 26.38 -20.04
C 10.30 26.09 -19.92
O 10.93 26.11 -21.21
H 8.26 26.13 -19.12
H 8.41 25.83 -20.91
H 8.69 27.43 -20.32
H 10.45 25.08 -19.50
H 10.78 26.82 -19.26
H 11.18 25.15 -21.31
C 9.91 23.42 -15.88
C 9.26 24.32 -14.81
O 7.82 24.28 -14.85
H 10.85 22.99 -15.55
H 10.13 24.04 -16.75
H 9.26 22.60 -16.18
H 9.56 25.35 -15.03
H 9.55 24.07 -13.80
H 7.55 24.37 -15.78
```

These are the Mulliken partial charges, in e, on atoms 1 to 99:
1 C -0.3332
2 O -0.4521
3 C -0.7766
4 C 0.3368
5 C -1.4712
6 N -0.4264
7 H 0.1125
8 H 0.2765
9 H 0.0678
10 H 0.1941
11 H 0.3918
12 H 0.2513
13 H 0.4554
14 H 0.2747
15 H 0.4143
16 H 0.3360
17 H 0.2515
18 C -0.4823
19 O -0.4189
20 C 0.2531
21 C 0.8735
22 C -1.3382
23 N 0.5789
24 H 0.3928
25 H 0.0285
26 H 0.1746
27 H 0.2011
28 H -0.4471
29 H -0.3457
30 H 0.4237
31 H 0.0514
32 H 0.3502
33 H 0.1072
34 H -0.2968
35 C -0.3492
36 O -0.3430
37 C -0.6304
38 C 0.6304
39 C -1.4651
40 N -0.1725
41 H 0.2548
42 H 0.3023
43 H -0.0329
44 H 0.2452
45 H 0.3281
46 H -0.1113
47 H 0.2628
48 H 0.4702
49 H 0.2827
50 H 0.2651
51 H 0.0987
52 C -1.3991
53 C 0.8512
54 O -0.5302
55 H 0.3373
56 H 0.3240
57 H 0.3770
58 H -0.2340
59 H -0.0068
60 H 0.2819
61 C -1.4390
62 C 0.0800
63 O -0.3193
64 H 0.3009
65 H 0.2462
66 H 0.4271
67 H 0.3852
68 H 0.0973
69 H 0.2207
70 C -0.6512
71 C -0.2836
72 O -0.5288
73 H 0.1318
74 H 0.3908
75 H 0.1339
76 H 0.2686
77 H 0.2586
78 H 0.2936
79 C -0.5706
80 C -0.3367
81 O -0.5468
82 H 0.2939
83 H 0.3432
84 H -0.0079
85 H 0.3094
86 H 0.2161
87 H 0.3174
88 C -0.5808
89 C -0.3224
90 O -0.4764
91 H 0.3844
92 H 0.3032
93 H -0.2013
94 H 0.3961
95 H 0.2203
96 H 0.2725
97 C -0.6864
98 C 0.0079
99 O -0.5736



[3]
Here is a single C5H11N3O molecule from the OMol25 dataset. Energies are from ωB97M-V with the def2-TZVPD basis set.

- Energy relative to the best compared isomer or geometry (same formula, charge and spin): 414.9 kJ/mol
- Orbital gap (alpha / beta): 7.494 / 6.911 eV
- DFT total energy: -436.488991 Eh
- SMILES: [H]/N=C(C)\C(N)=C(/N)OC

```
20
C5H11N3O, DFT ωB97M-V with the def2-TZVPD basis set
H -0.58 -0.85 -1.96
N -1.49 -0.85 -1.50
C -1.41 -0.49 -0.29
C -2.63 -0.22 0.53
C -0.10 -0.21 0.39
N 0.30 -1.13 1.30
C 0.54 1.03 0.21
N -0.19 2.07 -0.37
O 1.63 0.59 -0.75
C 2.76 -0.11 -0.29
H -2.65 0.83 0.83
H -3.54 -0.45 -0.04
H -2.60 -0.80 1.46
H -0.06 -2.07 1.20
H 1.24 -1.05 1.66
H 0.39 2.84 -0.66
H -0.84 1.82 -1.11
H 2.55 -1.18 -0.19
H 3.15 0.28 0.65
H 3.53 -0.03 -1.06
```

Formally, the Mulliken partial charges of the atoms, in units of the elementary charge, are as follows:
1 H 0.2934
2 N -0.6809
3 C 0.1073
4 C -1.2636
5 C 0.5424
6 N -0.3037
7 C -0.0586
8 N -0.4851
9 O -0.3024
10 C -0.7987
11 H 0.3380
12 H 0.3617
13 H 0.3433
14 H 0.2374
15 H 0.3057
16 H 0.2858
17 H 0.2153
18 H 0.2774
19 H 0.3212
20 H 0.2641



[4]
Here is a gas-phase ion, C2ClO4 (charge -1) from the OMol25 dataset. Energies are from ωB97M-V with the def2-TZVPD basis set.

- Total charge: -1
- Energy relative to the best compared isomer or geometry (same formula, charge and spin): 517.9 kJ/mol
- Orbital gap: 8.515 eV
- DFT total energy: -837.320051 Eh
- SMILES: O=C([O-])C1(Cl)OO1

```
7
C2ClO4, DFT ωB97M-V with the def2-TZVPD basis set
O 0.87 1.60 0.67
C 0.88 0.63 -0.03
O 1.74 0.05 -0.71
C -0.49 -0.25 0.01
Cl -2.06 0.72 -0.37
O -0.45 -1.48 -0.47
O -0.48 -1.27 0.91
```

Formally, the Mulliken partial charges of the atoms, in units of the elementary charge, are as follows:
1 O -0.6267
2 C 0.4650
3 O -0.6717
4 C 0.6621
5 Cl -0.2845
6 O -0.2537
7 O -0.2906